# 1
Computed, not measured: 2 unconnected molecules or ions with the total composition C6H7N, with the ωB97M-V functional and the def2-TZVPD basis.

Atoms and positions in Å:
N -2.2693 -0.2820 0.5427
C 0.3517 -0.9388 -0.7184
C -1.5774 -0.1260 -0.7550
C 1.1277 0.0225 0.0050
C 1.5875 1.2468 0.1314
C 0.7730 -1.2410 0.6824
C -1.8371 0.8642 0.2267
H 0.0251 -1.2195 1.4656
H -1.7778 1.8716 0.5604
H 1.5557 1.9493 -0.6861
H 0.5073 -1.4706 -1.6296
H 2.0393 1.5917 1.0470
H -2.0498 -0.2808 -1.7048
H 1.5441 -1.9876 0.8329

Computed properties:
strongest force on any atom: 0.088 hartree/bohr
charge: 0
E: -7819.5626 eV
E_HOMO: -0.3189 Ha
E_LUMO: 1.13 eV
energy relative to the best compared isomer or geometry (same formula, charge and spin): 587.1 kJ/mol
HOMO-LUMO gap: 9.802 eV

Let us look at the Mulliken charges, expressed in e, one per atom:
1. N -0.476
2. C -0.404
3. C -0.007
4. C 0.266
5. C -0.795
6. C -0.515
7. C -0.116
8. H 0.206
9. H 0.342
10. H 0.270
11. H 0.390
12. H 0.248
13. H 0.358
14. H 0.232



# 2
Computed, not measured: C21H25N3O4 in the gas phase, with the ωB97M-V functional and the def2-TZVPD basis.

Atoms and positions in Å:
O 1.8634 -1.0625 4.0362
O 3.3264 -2.2808 -2.2569
O 4.7306 -0.5042 -2.3453
O 2.7079 -2.3902 2.3525
N -1.0320 0.1401 -1.2721
N -3.4200 0.3242 -0.5172
N 2.5403 -0.1551 -2.4115
C -3.2615 0.7948 -1.8741
C -2.9520 -1.0446 -0.4172
C 2.6662 -2.1870 3.7475
C -3.2364 1.6141 2.9312
C 0.8445 -0.0710 0.1808
C 1.6566 -1.1676 0.4788
C 5.8272 -1.4013 -2.2576
C 1.4268 -0.5941 2.8236
C -2.8439 2.5348 0.3624
C 3.5092 -1.0908 -2.3281
C 0.6149 0.4781 2.5435
C -3.1961 1.1941 0.5444
C 1.1357 -0.4723 -2.3596
C -2.8619 2.9326 2.7348
C 1.9373 -1.3969 1.8048
C 0.3404 0.7243 1.2033
C -1.5737 -1.1893 -1.1143
C -2.6814 3.3848 1.4406
C -3.4110 0.7635 1.8593
C -1.7647 0.8823 -2.2666
C 0.4060 0.2844 -1.2285
H -2.6806 2.9325 -0.6258
H -0.9001 -1.7778 -0.4926
H -3.7382 -0.2467 2.0513
H 5.7871 -1.9614 -1.3212
H -0.3045 1.5507 0.9498
H 2.8209 0.8118 -2.4313
H -1.4125 1.9165 -2.2521
H 3.6872 -2.0182 4.1270
H -3.6892 -1.7031 -0.8899
H 2.2421 -3.0783 4.2380
H 1.0524 -1.5529 -2.2347
H 6.7222 -0.7858 -2.2963
H -2.4005 4.4135 1.2625
H 0.6658 -0.1968 -3.3123
H 0.6079 1.3557 -1.3739
H -2.8602 -1.3243 0.6285
H -1.6863 -1.6998 -2.0860
H 2.0607 -1.8233 -0.2725
H -1.6288 0.4889 -3.2910
H -3.7646 1.7537 -1.9957
H -3.7701 0.0701 -2.5173
H 5.8108 -2.1072 -3.0905
H 0.2078 1.0971 3.3246
H -3.4044 1.2439 3.9324
H -2.7237 3.5969 3.5743

Computed properties:
strongest force on any atom: 0.024 hartree/bohr
SMILES string: COC(=O)NC[C@H](c1ccc2c(c1)OCO2)N1CCN(c2ccccc2)CC1
charge: 0
E: -34842.6626 eV
E_HOMO: -0.2804 Ha
E_LUMO: 0.70 eV
energy relative to the best compared isomer or geometry (same formula, charge and spin): 303.3 kJ/mol
HOMO-LUMO gap: 8.328 eV

Let us look at the Mulliken charges, expressed in e, one per atom:
1. O -0.501
2. O -0.634
3. O -0.443
4. O -0.524
5. N 0.939
6. N -0.064
7. N -0.008
8. C -1.092
9. C -1.130
10. C -0.295
11. C -0.842
12. C -0.356
13. C -0.652
14. C -0.640
15. C 1.051
16. C -0.242
17. C 0.684
18. C -1.254
19. C 0.975
20. C -1.162
21. C -0.526
22. C 0.435
23. C -0.676
24. C -0.503
25. C -0.776
26. C -0.339
27. C -0.903
28. C -0.045
29. H 0.258
30. H 0.318
31. H 0.499
32. H 0.283
33. H 0.534
34. H 0.233
35. H 0.456
36. H 0.254
37. H 0.333
38. H 0.246
39. H 0.408
40. H 0.235
41. H 0.376
42. H 0.343
43. H 0.526
44. H 0.341
45. H 0.362
46. H 0.682
47. H 0.366
48. H 0.525
49. H 0.368
50. H 0.291
51. H 0.482
52. H 0.394
53. H 0.409



# 3
Computed, not measured: a molecular structure, C28H26N7S2Tc, with the ωB97M-V functional and the def2-TZVPD basis.

Atoms and positions in Å:
Tc 0.2404 0.0419 0.1931
S -1.7855 -2.0669 -1.7684
S 0.6186 -2.1856 -0.5089
N 1.9943 3.3750 2.3162
N -1.6403 1.0584 -0.7295
N 2.1091 -0.3822 1.1426
N 0.4977 1.6886 1.4034
N 1.9162 5.8126 1.8393
N 1.6528 0.7666 -1.1856
N -1.2931 -0.8557 1.5288
C -2.6526 -0.5102 0.9783
C 3.1722 0.2189 0.5766
C -2.6573 0.8682 0.3615
C -3.1459 1.4877 -4.1686
C -2.9891 0.2387 -4.7407
C 2.2754 -1.0867 2.2628
C -1.3389 2.5261 -0.7248
C -0.9504 -5.0938 1.7599
C -0.1914 -4.3873 0.8463
C 4.5829 -0.5247 2.3567
C -0.2938 -2.9981 0.7568
C 1.9311 4.6773 2.0400
C 1.1884 2.5493 1.8253
C -2.1646 0.7047 -2.0786
C -1.9426 -3.0423 2.5097
C 3.4950 -1.1837 2.9024
C -1.1640 -2.3219 1.6114
C 3.6026 1.8806 -2.7836
C -2.4625 -0.7779 -3.9711
C -1.8372 -4.4206 2.5887
C -2.7231 1.7106 -2.8662
C -1.1815 -0.2549 2.8874
C 2.9219 0.8483 -0.7384
C 3.9158 1.4232 -1.5150
C 2.3081 1.7395 -3.2564
C 1.3596 1.1839 -2.4228
C 4.4231 0.1734 1.1727
C -2.0985 -0.5942 -2.6250
H -2.4489 -4.9655 3.2943
H -2.3503 -1.7722 -4.3814
H 5.5503 -0.5636 2.8381
H -2.8440 2.7121 -2.4901
H -3.2802 0.0526 -5.7653
H -0.8030 2.7735 0.1774
H -0.7391 2.7906 -1.5912
H 3.5792 -1.7622 3.8107
H -3.3866 -0.5365 1.7889
H 0.4830 -4.9065 0.1777
H -2.9119 -1.2680 0.2486
H -3.5768 2.3057 -4.7296
H -3.6544 1.1058 -0.0174
H -2.4136 1.6067 1.1265
H 4.9262 1.5048 -1.1458
H -0.1858 -0.4160 3.2896
H -2.6480 -2.5335 3.1526
H -2.2582 3.1108 -0.7333
H 1.3997 -1.5976 2.6374
H 5.2671 0.6724 0.7223
H -0.8607 -6.1701 1.8158
H 2.0274 2.0596 -4.2490
H 0.3311 1.0541 -2.7370
H -1.3478 0.8151 2.8206
H -1.9154 -0.6892 3.5641
H 4.3679 2.3304 -3.4011

Computed properties:
strongest force on any atom: 0.004 hartree/bohr
charge: +1
<S²>: 3.7748
E: -63751.9988 eV
multiplicity: 4
E_HOMO (alpha / beta): -0.3617 / -0.3969 Ha
E_LUMO (alpha / beta): -3.67 / -4.23 eV
energy relative to the best compared isomer or geometry (same formula, charge and spin): 30.8 kJ/mol
HOMO-LUMO gap (alpha / beta): 6.178 / 6.568 eV

Let us look at the Mulliken charges, expressed in e, one per atom:
1. Tc -0.091
2. S -0.231
3. S -0.457
4. N -0.681
5. N 1.790
6. N 1.027
7. N -0.226
8. N -0.480
9. N 0.927
10. N 1.601
11. C -0.879
12. C 0.585
13. C -1.304
14. C -0.919
15. C -0.669
16. C -0.364
17. C -1.651
18. C -0.702
19. C -0.977
20. C -0.558
21. C 0.991
22. C 0.402
23. C 0.755
24. C -0.807
25. C -0.619
26. C -1.269
27. C -0.115
28. C -0.512
29. C -0.697
30. C -0.905
31. C -0.311
32. C -1.272
33. C 0.985
34. C -1.091
35. C -1.194
36. C -0.229
37. C -1.139
38. C 1.005
39. H 0.437
40. H 0.475
41. H 0.463
42. H 0.437
43. H 0.421
44. H 0.201
45. H 0.505
46. H 0.466
47. H 0.453
48. H 0.494
49. H 0.412
50. H 0.431
51. H 0.419
52. H 0.688
53. H 0.433
54. H 0.139
55. H 0.331
56. H 0.575
57. H 0.397
58. H 0.439
59. H 0.420
60. H 0.499
61. H 0.396
62. H 0.394
63. H 0.513
64. H 0.444



> Look up the E of the third one.

-63751.9988 eV



> Look up the energy relative to the best compared isomer or geometry (same formula, charge and spin) of the second one.

303.3 kJ/mol



Please write out number 1 again, unchanged.
Computed, not measured: 2 unconnected molecules or ions with the total composition C6H7N, with the ωB97M-V functional and the def2-TZVPD basis.

Atoms and positions in Å:
N -2.2693 -0.2820 0.5427
C 0.3517 -0.9388 -0.7184
C -1.5774 -0.1260 -0.7550
C 1.1277 0.0225 0.0050
C 1.5875 1.2468 0.1314
C 0.7730 -1.2410 0.6824
C -1.8371 0.8642 0.2267
H 0.0251 -1.2195 1.4656
H -1.7778 1.8716 0.5604
H 1.5557 1.9493 -0.6861
H 0.5073 -1.4706 -1.6296
H 2.0393 1.5917 1.0470
H -2.0498 -0.2808 -1.7048
H 1.5441 -1.9876 0.8329

Computed properties:
strongest force on any atom: 0.088 hartree/bohr
charge: 0
E: -7819.5626 eV
E_HOMO: -0.3189 Ha
E_LUMO: 1.13 eV
energy relative to the best compared isomer or geometry (same formula, charge and spin): 587.1 kJ/mol
HOMO-LUMO gap: 9.802 eV

Let us look at the Mulliken charges, expressed in e, one per atom:
1. N -0.476
2. C -0.404
3. C -0.007
4. C 0.266
5. C -0.795
6. C -0.515
7. C -0.116
8. H 0.206
9. H 0.342
10. H 0.270
11. H 0.390
12. H 0.248
13. H 0.358
14. H 0.232



> Which value of energy relative to the best compared isomer or geometry (same formula, charge and spin) does entry 2 give?

303.3 kJ/mol